Record 1
A 6-piece molecular cluster, C24H60O6 overall in a non-equilibrium geometry, computed with wB97M-V/def2-TZVPD.

Summary:
gap between HOMO and LUMO	9.7804	eV
E_HOMO	-9.17	eV
structure (SMILES)	CCOCC.CCOCC.CCOCC.CCOCC.CCOCC.CCOCC
charge	0

XYZ file:
```
90
Properties=species:S:1:pos:R:3:forces:R:3
C 123.6518 29.5541 39.0087 2.8 0.7 1.8
C 125.0683 28.9526 38.8655 -1.8 0.3 -0.1
O 125.0824 28.6826 37.5114 3.5 -2.2 -1.8
C 126.4195 28.0509 37.1046 -6.0 -5.4 2.3
C 126.4111 27.8071 35.7247 1.5 1.9 -5.5
H 123.7096 29.8453 40.0520 -0.8 0.9 0.2
H 122.8237 28.8989 38.9161 -0.4 -0.8 -0.6
H 123.7161 30.3591 38.3138 -0.9 0.9 -0.2
H 125.0332 28.0685 39.4759 0.7 -0.9 0.3
H 125.9212 29.6225 39.1636 -0.9 -0.3 0.0
H 126.6366 26.9242 37.5902 -1.3 2.5 -0.6
H 127.0972 28.5430 37.5726 4.7 3.9 2.2
H 125.6145 27.2384 35.3310 -0.9 -1.4 0.3
H 127.3749 27.3904 35.3220 -0.8 0.2 0.6
H 126.2159 28.7188 35.0665 0.6 -0.4 1.1
C 129.2701 22.5126 40.4075 -0.2 1.8 3.7
C 129.1009 21.8352 39.1807 2.1 1.3 -2.7
O 129.7902 20.6247 39.2084 0.5 -0.1 -0.3
C 129.5043 19.8196 38.0454 0.7 1.4 1.8
C 130.3081 18.5982 38.1254 -0.1 -6.6 1.1
H 130.3364 22.7019 40.5274 0.1 -0.4 0.9
H 128.7233 21.9342 41.2357 1.4 0.9 -0.7
H 128.8408 23.5589 40.3996 1.9 -3.4 0.2
H 129.1723 22.6164 38.3366 1.8 -1.2 0.3
H 128.1395 21.7309 38.9845 -5.2 -1.7 -0.4
H 129.9397 20.3958 37.2764 -0.3 0.7 -1.7
H 128.4182 19.7796 38.0687 -0.1 -0.8 -0.9
H 131.3995 18.5950 38.3401 -0.6 1.0 -1.1
H 130.0318 17.6702 37.4040 0.8 2.8 0.5
H 130.0914 17.8851 38.9993 -0.5 1.6 -0.2
C 122.6345 25.9676 37.7225 2.8 -0.1 5.7
C 122.3004 24.7140 38.4157 -1.6 -2.4 3.4
O 122.7120 24.6977 39.8463 -0.2 2.7 -0.8
C 122.6287 23.5204 40.6254 2.6 1.7 -3.4
C 123.3497 23.7377 41.8349 4.6 -2.2 -0.1
H 122.3716 25.8417 36.7833 -0.6 -0.1 -4.8
H 123.7133 26.1444 38.0209 -1.0 0.2 -1.2
H 122.0635 26.7056 38.2159 -0.7 1.3 0.2
H 122.8375 23.8528 38.1579 0.7 -1.3 -1.8
H 121.2089 24.4292 38.3852 0.8 0.4 -0.2
H 123.1796 22.7515 40.1112 0.3 -0.7 -0.6
H 121.6875 23.2190 40.5887 -4.5 -1.5 0.8
H 123.0950 24.2217 42.6763 -1.9 2.3 2.5
H 124.3924 24.0959 41.5794 -1.1 0.1 0.0
H 123.6408 22.7517 42.1863 -0.2 -0.5 0.4
C 123.9734 24.4370 33.8713 -2.8 -2.0 -1.4
C 123.0213 25.5829 33.5227 -4.4 -6.5 12.5
O 121.7073 25.1063 33.1436 2.0 -0.8 1.5
C 120.7623 26.0944 32.9514 1.8 0.3 -1.6
C 119.5289 25.4822 32.6665 -5.1 -2.3 -0.5
H 125.0018 24.7049 33.7716 0.7 0.0 -0.5
H 123.5649 23.5302 33.2286 1.6 1.7 0.7
H 123.8406 24.0107 34.8627 -0.2 0.5 0.3
H 123.2524 26.1418 32.8978 4.7 8.6 -10.8
H 123.0225 26.4015 34.4804 -0.6 -2.2 -1.9
H 120.9146 26.5999 31.9783 0.8 0.7 0.6
H 120.6513 26.7487 33.7296 0.5 2.0 2.3
H 119.0044 24.6973 33.3081 1.4 0.9 -0.2
H 119.7263 25.0381 31.7177 -0.7 -0.9 -0.9
H 118.7311 26.2331 32.5277 0.4 -0.1 -0.2
C 127.3541 24.9614 40.0455 -4.4 -1.2 1.3
C 126.3157 24.3713 39.0529 1.3 8.0 -0.8
O 126.9508 24.2660 37.8199 -0.8 0.2 -0.2
C 126.2498 23.5102 36.8382 -0.2 1.4 0.1
C 127.2657 23.3110 35.8023 1.2 -1.4 -2.1
H 128.1830 24.3531 40.2448 -0.3 1.4 -0.8
H 126.7698 24.9036 41.0065 0.6 0.3 -0.4
H 127.4961 25.9512 39.8576 1.0 2.8 -0.6
H 125.3189 25.0437 39.1644 2.1 -1.2 -1.0
H 126.0925 23.5574 39.4723 -2.1 -7.3 2.5
H 125.3627 24.1772 36.3911 1.2 -2.1 1.4
H 126.2074 22.4758 37.2200 -1.9 0.4 0.2
H 126.7908 22.6468 34.9536 1.3 1.6 1.2
H 128.1208 22.7581 36.2624 -0.7 0.0 -0.4
H 127.7454 24.2683 35.5465 -0.6 -0.3 -0.8
C 118.9738 21.8645 38.8550 2.4 -9.4 4.5
C 119.9227 20.6926 38.3504 -0.1 1.3 -0.2
O 121.2508 21.1751 38.3442 0.4 1.1 -0.6
C 122.2332 20.3048 37.8641 -1.7 1.3 -2.1
C 123.4699 20.9252 37.5708 -4.6 5.4 -4.4
H 119.4468 22.0103 39.8021 0.0 0.7 1.0
H 118.0154 21.4705 39.0800 -1.0 -0.4 0.0
H 118.9279 22.6736 38.4155 -0.2 7.7 -5.1
H 119.7594 20.4616 37.2859 -0.7 -0.9 0.6
H 119.9434 19.8943 39.1296 -0.9 -0.1 -1.0
H 122.1837 19.6254 37.0525 -2.3 -0.5 -1.3
H 122.5730 19.7483 38.5688 0.9 -4.5 5.4
H 124.1172 20.4085 37.0971 4.1 -4.2 -3.6
H 123.9479 21.2727 38.2941 3.8 2.9 7.1
H 123.3394 21.8519 36.9684 -0.1 -0.4 -0.2
```
Positions in Å, forces in eV/Å.

Löwdin atomic charge list, values in e, 5 entries: number 1, C, carries -0.05; number 2, C, carries -0.32; number 3, O, carries -0.16; number 4, C, carries -0.22; number 5, C, carries -0.12

Record 2
A 5-piece molecular cluster, C24H61N4O9 overall in a non-equilibrium geometry, computed with wB97M-V/def2-TZVPD.

Summary:
gap between HOMO and LUMO	7.4505	eV
E_HOMO	-4.91	eV
charge	-1

XYZ file:
```
98
Properties=species:S:1:pos:R:3:forces:R:3
O 9.2462 11.8889 13.5383 0.4 0.4 0.1
H 8.7125 11.1751 13.8842 -0.3 -0.2 0.1
C 4.2696 12.1531 13.4352 -1.2 -1.0 0.6
O 4.8116 12.3153 12.1774 0.1 -0.2 -0.9
C 6.2048 12.1007 12.1724 0.5 2.2 -0.4
C 6.7950 11.9043 10.8014 1.5 -0.2 -0.4
N 8.2901 11.9373 10.9743 -1.4 0.1 -1.4
C 8.9314 10.6789 10.5874 0.4 0.8 2.8
C 9.4038 10.7857 9.1854 -1.3 -0.9 -1.0
O 9.7637 9.4966 8.6950 0.2 0.4 0.8
C 10.2542 9.5410 7.3987 -0.3 -0.2 -0.5
H 4.6181 12.8989 14.1439 -0.1 0.4 0.2
H 4.5196 11.1643 13.8671 0.1 0.2 -0.1
H 3.1534 12.1390 13.3529 0.9 0.4 0.0
H 6.5037 11.2663 12.7364 0.1 -1.4 1.1
H 6.7337 12.9746 12.6471 -0.5 -0.5 -0.3
H 6.4323 12.6360 10.0462 0.1 -0.4 0.5
H 6.6223 10.8748 10.4382 -0.7 0.5 -0.1
H 8.5835 12.2355 11.9088 0.0 -0.5 0.4
H 8.2654 9.7875 10.7997 0.8 0.6 -0.5
H 9.8088 10.6720 11.3060 -0.8 -0.7 -0.8
H 10.1926 11.5105 9.1333 0.8 0.3 -0.1
H 8.5765 11.1764 8.5470 0.3 -0.1 0.2
H 10.3218 8.4783 7.0828 0.0 0.8 -0.2
H 11.2605 9.9966 7.3488 -0.3 0.0 -0.1
H 9.5328 10.1400 6.7732 0.7 -0.6 0.1
C 5.6515 14.8922 23.1919 1.6 0.4 1.5
O 7.0137 14.5011 22.9208 -0.7 -0.7 0.1
C 6.9992 13.5665 21.8233 -0.9 1.2 -0.8
C 8.4101 13.2555 21.3353 0.3 1.3 0.6
N 8.4357 12.0362 20.5596 -0.1 0.1 -0.7
C 7.6299 12.0465 19.2889 1.0 0.2 1.1
C 8.2391 10.9759 18.4280 0.1 1.2 -0.9
O 7.2053 10.5371 17.5845 0.5 -0.1 -0.9
C 7.7433 9.6589 16.6113 -2.0 -1.5 0.0
H 5.5513 15.3553 24.2037 0.5 -0.5 -0.6
H 5.0007 14.0409 23.1721 -0.5 -0.4 -0.3
H 5.3964 15.6707 22.5171 -0.7 0.5 -1.0
H 6.3929 14.0781 21.0297 0.4 -0.6 0.2
H 6.4439 12.6433 22.0857 0.5 0.2 0.1
H 8.9860 13.2033 22.2863 0.0 -0.5 -0.7
H 8.8754 14.1226 20.7681 -0.8 -0.6 0.5
H 9.4022 11.8727 20.2780 -0.2 0.0 0.2
H 7.5295 13.0459 18.7801 0.4 -0.8 0.4
H 6.6489 11.6569 19.4572 -0.9 0.2 0.6
H 8.6468 10.1489 18.9949 0.0 -0.3 0.5
H 9.0799 11.4242 17.8754 -0.1 -0.3 -0.3
H 8.3292 10.1071 15.8393 0.6 0.8 -0.3
H 6.8613 9.1671 16.0705 1.2 0.5 0.9
H 8.3473 8.9158 17.1450 0.0 -0.3 -0.4
C 10.2138 16.6957 15.2742 -1.2 -0.7 1.4
O 8.8796 16.1988 15.5804 0.7 -0.8 -0.5
C 8.7166 14.7851 15.2155 -0.3 2.0 -0.7
C 9.4558 13.7715 16.0104 -0.7 -1.6 -1.7
N 10.7532 13.4638 15.4636 1.5 0.0 0.2
C 11.5497 12.6119 16.3562 -0.7 -0.5 -0.3
C 12.1378 13.4244 17.4642 -1.6 2.8 0.9
O 13.0300 12.7369 18.2660 0.9 -1.2 0.5
C 13.9807 13.5037 18.9548 0.3 0.0 1.1
H 10.8816 15.8812 15.0487 0.3 -0.3 0.0
H 10.5126 17.1863 16.2024 0.4 0.2 -0.2
H 10.2178 17.3862 14.4589 -0.3 0.6 -0.6
H 9.0050 14.6967 14.1659 0.0 -0.3 -0.1
H 7.6445 14.5826 15.2582 0.0 0.3 0.2
H 8.7758 12.8951 15.8816 0.5 0.0 0.4
H 9.5333 14.0063 17.0272 0.0 0.6 1.6
H 10.6353 12.9695 14.5755 -0.5 0.0 0.2
H 12.3686 12.1313 15.8336 0.0 0.0 -0.4
H 10.9044 11.7871 16.7383 0.4 0.2 0.1
H 11.2439 13.8457 18.1202 1.7 -0.5 -0.9
H 12.6394 14.3232 17.0127 -0.4 -0.6 0.2
H 14.4477 12.8949 19.7821 -0.9 0.4 -0.7
H 13.5381 14.4278 19.3711 0.1 -0.4 0.0
H 14.8579 13.8064 18.3819 -0.1 0.1 -0.7
C 13.5282 12.5329 10.2609 -0.7 -1.5 1.9
O 13.9798 11.9738 11.5362 -1.0 0.7 -0.7
C 12.9394 11.9085 12.5144 0.1 0.1 1.1
C 12.4927 10.4400 12.7196 1.1 1.2 1.7
N 11.5737 10.4235 13.8513 1.6 -0.5 0.0
C 11.2435 9.1448 14.3642 -3.6 -0.2 0.0
C 10.2016 8.3476 13.5143 0.8 0.6 -0.3
O 9.9608 7.1996 14.2504 -0.5 -1.9 0.5
C 8.9431 6.3828 13.7454 -1.7 0.1 -1.5
H 14.4368 12.4385 9.6983 0.0 0.5 -0.9
H 13.1075 13.5250 10.4254 0.5 0.3 -0.2
H 12.6743 11.9347 9.8464 0.8 0.2 0.1
H 12.0460 12.5167 12.2140 0.7 -0.3 0.2
H 13.3345 12.3344 13.5228 -0.6 -0.7 -1.7
H 13.3969 9.8286 12.9382 -0.4 0.4 0.2
H 12.1445 10.0643 11.7961 -0.9 -0.5 -1.3
H 10.7253 10.9712 13.7126 -0.6 0.6 -0.4
H 10.6756 9.1932 15.3324 1.0 0.4 -0.3
H 12.0149 8.4339 14.4597 1.5 -0.4 0.3
H 10.6912 8.0903 12.5706 -0.3 0.0 -0.4
H 9.2429 8.8419 13.3270 0.2 0.5 -0.1
H 9.0000 6.1196 12.6219 0.4 0.5 1.5
H 7.9080 6.8413 13.8499 1.0 0.0 0.0
H 8.8608 5.4450 14.2830 0.5 -0.1 0.3
```
Positions in Å, forces in eV/Å.

Löwdin atomic charge list, values in e, 5 entries: number 1, O, carries -0.38; number 2, H, carries -0.08; number 3, C, carries -0.15; number 4, O, carries -0.18; number 5, C, carries -0.25

One value per record, in order, for ΔE to the lowest compared entry with this formula, charge and spin: 319.7, 0.0 kcal/mol.
One value per record, in order, for DFT total energy: -38129.127, -50258.897 eV.